A molecular structure, C20H33N3O7PRbS7Sb, computed with wB97M-V/def2-TZVPD.

Each line ends with the Mulliken charge.
Element x y z (Å)
O: -4.7154 4.6569 -4.9375  -0.680
O: -2.3134 -0.3081 -2.1515  -0.662
C: 3.7302 1.0255 1.0775  -0.839
H: -2.0155 -0.0725 3.5332  0.326
H: 4.7417 -2.0452 2.0286  0.226
H: -3.4427 1.1989 0.1679  0.385
C: -1.8780 1.8955 1.4819  -0.082
H: -3.6789 -1.5219 -0.7940  0.168
C: -1.4920 4.4656 -3.5419  -0.259
H: 2.3230 1.1339 -1.6536  -0.072
H: -0.6776 -4.8224 2.2162  0.275
N: -3.5774 4.9993 -4.6405  1.047
Sb: 1.1357 -5.2640 -1.4257  0.898
O: -0.5814 1.6838 -1.3937  -0.442
O: -4.2936 0.5059 -2.7258  -0.796
C: -3.7747 -1.6559 0.2850  -0.499
P: 3.1298 -0.3771 0.0311  0.841
S: -0.0880 -6.7636 -2.5414  -0.575
C: 3.5591 0.7671 2.5745  -1.184
C: 4.4315 1.1220 -2.0779  -1.489
H: -2.2629 2.7494 2.0404  0.587
S: -2.4256 -0.7663 1.0891  0.052
H: -4.3211 -3.7303 0.0865  0.509
H: 5.5270 -0.8983 -0.1114  0.383
H: -1.4339 2.2584 0.5545  -0.492
H: 4.1894 -0.0563 2.9144  0.342
H: 5.2840 0.4396 -2.0919  0.351
C: -1.5847 -4.2191 2.2966  -0.789
H: 4.7709 1.2708 0.8459  0.492
H: 0.9431 -0.3817 4.2636  0.438
C: -1.1776 2.3254 -2.2761  0.936
C: 4.6482 -2.5186 1.0490  -1.064
H: 3.8189 1.6524 3.1601  0.391
H: 3.7391 -3.1221 1.0535  0.204
H: 4.6691 1.9562 -1.4163  0.299
H: 2.8972 -0.3773 -2.3438  0.331
H: 5.4981 -3.1939 0.9236  0.362
S: -1.9817 -3.8133 0.5745  -0.025
C: -3.2825 2.8270 -3.5190  -0.641
N: -3.0463 0.6810 -2.5267  0.786
C: -3.6671 -3.1187 0.7094  -0.986
H: 2.5230 0.5071 2.7950  0.110
Rb: 0.0262 -0.8464 -1.1725  0.698
H: -1.1029 5.4248 -3.8395  0.580
S: -0.4063 1.2246 2.3129  -0.137
C: -2.4999 1.9297 -2.7991  -0.377
S: 1.7021 -5.4666 0.7347  -0.597
H: -1.3076 -3.4840 4.2861  0.492
C: -1.3760 -3.0672 3.2764  -0.677
O: 0.8647 5.2671 -2.6199  -0.702
H: 3.1215 1.8861 0.7832  0.347
C: -0.6959 3.5963 -2.7958  -0.584
S: 1.8932 -3.4425 -2.5193  -0.580
S: 0.1470 -2.1453 2.9349  0.203
C: -2.7642 4.0846 -3.8771  -0.345
H: -4.2742 2.5300 -3.8122  0.598
C: -3.0288 0.9335 1.1425  -0.860
H: 4.5024 -2.0045 -1.0339  0.344
N: 0.6155 4.0668 -2.4658  0.888
H: -2.3768 -4.8673 2.6787  0.401
H: -4.7347 -1.2448 0.6051  0.392
O: -3.1028 6.0763 -4.9924  -0.691
C: -0.0596 -0.7946 4.1314  -0.922
H: -2.2192 -2.3759 3.2353  0.272
H: -3.9773 -3.2429 1.7488  0.278
C: -1.0304 0.3309 3.7623  -0.844
O: 1.4724 3.2770 -2.0866  -0.630
H: 4.3100 1.5327 -3.0819  0.410
H: -0.3534 -1.2263 5.0924  0.500
H: -3.8251 1.0052 1.8873  0.453
H: -1.1207 1.0126 4.6125  0.497
C: 4.6029 -1.4843 -0.0768  -0.695
C: 3.1514 0.4191 -1.6350  0.127

Atoms 1-3, force components in eV/Å:
0.0 0.0 0.1
-0.3 0.3 -0.3
0.0 0.0 0.0

Calculated values
Expectation value of S²: 0.7839
HOMO-LUMO gap (spin up / spin down): 4.06 / 6.64 eV
Relative energy (zero: lowest compared OMol25 entry of this formula, charge and spin): 0.81 kJ/mol
Spin multiplicity: 2
Charge: -2


C20H33N5O2 in the gas phase in a non-equilibrium geometry, computed with wB97M-V/def2-TZVPD.

Each line ends with the Mulliken charge.
Element x y z (Å)
N: -2.5153 -0.3097 1.9690  0.319
C: -3.8928 1.4296 0.8506  -1.347
H: 2.1198 -2.2558 0.2506  0.590
C: -0.7828 -0.9106 -1.9183  0.589
C: 5.5105 0.7841 1.4187  -1.183
O: -0.0411 -0.4354 -5.2847  -0.675
O: 2.7536 -1.6362 -1.8968  -0.722
C: -3.7512 -0.0485 1.2264  0.566
H: -0.8811 0.5726 2.8804  0.558
C: 0.4663 -1.2282 -1.4104  0.098
H: -5.8721 -0.3547 1.5381  0.414
C: 3.0970 1.6016 1.4735  -0.961
N: 1.3200 -1.0215 -3.5698  -0.041
H: 1.6914 0.8272 0.0627  0.131
C: -1.7296 -1.4248 1.4947  -1.231
H: -4.7222 1.5339 0.1494  0.529
C: -1.7824 0.8763 2.3415  -1.170
C: -1.0563 -1.2616 0.1623  0.224
H: -4.9708 0.0384 3.0082  0.322
H: 3.2215 -0.0362 0.0669  0.358
H: -2.4064 1.4287 3.0506  0.355
H: -4.8449 -1.5718 2.3047  0.367
C: -1.4174 1.7974 1.1675  0.177
H: -3.7251 -0.6232 0.2943  0.271
C: -2.6052 1.9289 0.2020  -0.184
C: 1.6256 -1.3265 -2.2401  0.811
H: -2.2861 -0.3444 -4.8022  0.412
H: 1.0826 -0.1759 2.2376  -0.130
H: 0.9397 -2.5831 1.5420  0.475
H: 2.1850 -1.8180 -5.3005  0.333
H: -0.5538 1.3947 0.6358  -0.443
H: 4.6521 2.1444 2.8347  0.384
H: -2.4042 -2.2859 1.4244  0.228
C: -2.2990 -0.2798 -3.7161  -1.057
H: 2.3447 2.0205 2.1480  0.264
C: 1.8727 -0.6272 1.6332  0.262
C: -4.9393 -0.5143 2.0727  -1.652
H: 5.7401 1.5273 0.6584  0.288
C: 1.3179 -1.8225 0.8529  -1.876
H: 3.3114 -1.3425 -3.9957  0.373
C: 2.4059 -1.0747 -4.5350  -1.198
H: -2.4234 1.3200 -0.6852  -0.232
H: -2.5568 0.7363 -3.4128  0.259
C: 0.0858 -0.6760 -4.1036  0.641
H: 4.1097 0.4833 3.0227  0.287
N: 0.2660 -1.4536 -0.0636  0.175
H: -2.7234 2.9653 -0.1185  0.502
N: -1.7129 -0.9447 -0.9437  -0.431
H: 5.2802 -0.1545 0.9221  0.292
H: 2.6371 -1.0102 2.3098  0.500
H: -4.1290 2.0261 1.7336  0.327
C: 2.4768 0.4301 0.7119  -0.146
C: 4.3461 1.2514 2.2841  -0.463
N: -0.9810 -0.6270 -3.2329  -0.059
H: -1.1301 2.7719 1.5668  0.572
H: 2.5195 -0.1036 -5.0156  0.342
H: -3.0256 -0.9721 -3.2944  0.344
H: -0.9762 -1.6482 2.2542  0.476
H: 3.3606 2.3789 0.7526  0.409
H: 6.3976 0.6341 2.0302  0.377

Atoms 1-3, force components in eV/Å:
0.2 -0.1 -0.1
0.2 -0.2 -0.2
-0.2 0.0 0.1

Calculated values
Structure (SMILES): CCCCCCn1c(CN2CCCC[C@@H]2C)nc2c1c(=O)n(C)c(=O)n2C
HOMO-LUMO gap: 8.88 eV
Relative energy (zero: lowest compared OMol25 entry of this formula, charge and spin): 40.38 kJ/mol


C20H33N5O4 in the gas phase, computed with wB97M-V/def2-TZVPD.

Each line ends with the Mulliken charge.
Element x y z (Å)
C: 2.9139 -0.0083 3.3085  0.053
C: 0.6708 -3.2778 -0.4369  -0.458
H: 3.3265 -1.2080 0.7520  0.389
H: 4.3374 -2.7505 3.0242  0.542
C: -1.3571 3.7796 -0.2371  0.899
O: 1.4867 3.0285 1.9283  -0.651
C: 0.0085 -3.1638 -1.7652  0.169
C: 0.9582 0.7041 2.1570  -0.397
C: -1.7386 1.4777 1.5061  -1.387
C: -3.6642 1.9458 -2.4307  -0.083
C: 2.5373 -1.4902 3.5511  -0.692
H: -2.8971 1.8701 -4.4355  0.312
N: -0.7027 2.4703 1.7404  0.200
N: -0.5771 -2.0777 -2.2375  -0.504
C: 0.4797 -5.4904 -2.6341  -0.783
H: -1.1632 0.9756 -0.5171  0.164
C: 3.7646 -1.8889 2.6921  -0.193
C: -2.0389 1.3580 0.0162  -0.414
C: 2.7822 -3.1626 0.8611  0.283
H: 0.4947 0.0927 1.3757  -0.010
H: 4.8228 0.0409 2.1423  0.347
H: 4.9801 -0.4799 3.8401  0.320
C: -0.9668 -2.4591 -3.4794  -0.256
C: -1.0718 3.7948 1.2651  -1.549
H: -3.9638 3.2439 -4.1205  0.336
H: -0.4341 3.4851 -0.7489  0.242
N: -0.6637 -3.6966 -3.7989  -1.068
H: -0.3209 -6.1942 -2.8507  0.288
C: -1.7803 5.1617 -0.7135  -1.744
N: -0.0360 -4.1405 -2.6879  0.824
H: -3.3691 3.0448 -0.1123  0.271
H: 2.7837 0.7029 4.1283  0.526
H: -4.6455 1.6205 -4.3158  0.408
H: -2.6960 5.4790 -0.2060  0.365
H: 1.2744 -5.6150 -3.3675  0.282
O: -2.5526 2.6882 -1.9667  -0.344
H: -1.9702 5.1612 -1.7848  0.349
C: -3.8024 2.1855 -3.9166  -1.372
C: 4.3335 -0.4801 2.9647  -1.180
C: 0.6179 2.1808 1.9229  0.739
C: 2.1893 -3.0840 -0.5317  -0.058
O: 2.3468 0.5140 2.1165  -0.388
H: 2.6342 -3.8787 -1.1337  0.251
H: -1.9650 4.1226 1.8096  0.327
O: 2.6425 -4.1581 1.5530  -0.682
H: 2.4127 -2.1312 -1.0148  0.300
H: 0.4626 -4.2371 0.0378  0.286
C: -2.4109 2.7237 -0.5602  0.019
H: 2.6777 -1.7680 4.5957  0.279
H: 1.5629 -1.8377 3.2099  0.320
H: -2.8491 0.6420 -0.1348  0.540
H: 0.5325 0.3869 3.1152  0.466
H: -1.4873 -1.8097 -4.1642  0.501
H: -0.2601 4.4796 1.4946  0.531
H: -3.5254 0.8773 -2.2320  0.203
H: -1.0052 5.8991 -0.4990  0.449
H: 0.2412 -2.5028 0.1995  0.122
H: -2.6368 1.8057 2.0404  0.373
H: -4.5701 2.2686 -1.8988  0.317
H: 0.8729 -5.6841 -1.6394  0.327
H: -1.4604 0.5183 1.9355  0.500
N: 3.4342 -2.0547 1.2886  -0.203

Atoms 1-3, force components in eV/Å:
0.0 0.1 0.0
0.0 0.0 0.0
0.0 0.0 0.0

Calculated values
Structure (SMILES): CCO[C@H]1CCN(C(=O)CO[C@H]2C[C@@H](NC(=O)CCc3ncnn3C)C2)C[C@@H]1C
HOMO-LUMO gap: 9.86 eV
Relative energy (zero: lowest compared OMol25 entry of this formula, charge and spin): 36.73 kJ/mol


A molecular structure, C20H34AsF6N2NaO6S3 in a non-equilibrium geometry, computed with wB97M-V/def2-TZVPD.

Each line ends with the Mulliken charge.
Element x y z (Å)
C: 22.9949 -22.0259 -31.7667  -0.855
S: 18.4618 -23.4809 -30.4949  1.002
C: 21.0948 -19.3075 -27.0726  -0.293
O: 19.6069 -23.0349 -29.7226  -0.307
F: 20.2969 -23.5872 -26.8832  -0.367
H: 17.2879 -25.4080 -28.3512  -0.027
H: 20.8734 -21.7769 -32.1563  0.532
H: 24.8977 -19.8160 -25.7132  0.274
C: 20.6516 -18.6448 -28.1816  -1.053
N: 19.4435 -19.2052 -28.5739  0.182
C: 16.0810 -24.2207 -29.6557  -0.938
C: 24.2425 -27.5512 -28.4638  -0.678
H: 16.4043 -26.3482 -29.5740  0.415
C: 18.1686 -25.2646 -30.3333  -0.538
C: 23.1775 -20.3507 -30.2682  -0.824
H: 23.7052 -27.9692 -26.3682  0.428
H: 23.4367 -19.9619 -23.5684  0.333
C: 16.9510 -22.9823 -29.6116  -0.238
C: 23.7153 -27.1304 -27.0640  -0.637
H: 15.2714 -24.1147 -28.9322  0.413
H: 23.3629 -22.8075 -32.4085  0.473
O: 22.4367 -24.2650 -28.5617  -0.274
H: 22.4934 -22.6980 -24.2353  0.583
H: 24.7694 -21.7148 -30.7122  0.212
C: 24.0212 -26.2839 -29.2918  -0.852
C: 21.9262 -20.3004 -30.8060  -0.360
F: 18.5043 -25.2481 -26.6082  -0.535
H: 16.6299 -21.9997 -29.9465  0.549
H: 24.4675 -26.4158 -26.7233  0.179
F: 20.4245 -25.1523 -24.9655  -0.483
H: 23.6480 -28.3772 -28.8573  0.302
C: 20.1700 -20.3515 -26.8188  -0.076
H: 15.6053 -24.2872 -30.6405  0.366
As: 19.2220 -24.0462 -25.5653  2.127
C: 23.8083 -20.9911 -23.5551  -0.892
O: 24.6387 -23.3404 -26.0418  -0.665
H: 25.7971 -20.2245 -23.4470  0.377
H: 24.0309 -26.4252 -30.3707  0.459
H: 26.1613 -21.0395 -26.0862  0.479
H: 25.2873 -27.8338 -28.3667  0.376
Na: 21.4214 -21.9800 -28.5728  0.672
H: 23.6398 -21.2852 -22.5206  0.350
H: 17.8495 -25.5407 -31.3388  0.416
H: 24.7382 -25.5287 -28.9728  0.301
C: 19.1763 -20.2590 -27.7288  -0.831
O: 23.3089 -21.5808 -27.2345  -0.394
C: 16.9688 -25.4373 -29.3951  -0.137
H: 21.5110 -27.2366 -27.2546  0.441
H: 23.7004 -19.7789 -29.5216  0.442
H: 25.7226 -21.9840 -23.7674  0.288
C: 22.9626 -21.7812 -24.5801  0.038
S: 24.0231 -22.0248 -26.0448  0.764
H: 22.1200 -25.8431 -26.3898  0.007
F: 19.9246 -22.7528 -24.6102  -0.505
S: 22.3645 -25.6877 -28.8343  1.156
O: 21.3791 -26.2468 -29.7596  -0.826
O: 18.3647 -23.1474 -31.8950  -0.804
H: 18.8004 -18.8511 -29.2540  0.210
H: 22.1950 -21.1118 -24.9657  -0.314
C: 25.2755 -21.0124 -23.9890  -0.578
H: 22.0033 -19.0870 -26.5372  0.389
H: 18.2772 -20.8497 -27.7720  0.348
F: 18.0509 -22.8731 -26.1862  -0.495
C: 22.3327 -26.5211 -27.2128  -0.303
H: 20.9835 -17.7240 -28.6331  0.440
H: 20.1610 -21.0634 -26.0065  0.708
H: 17.3379 -22.8439 -28.5948  -0.188
F: 18.1209 -24.4630 -24.2928  -0.482
H: 19.1354 -25.7126 -30.1069  0.062
C: 21.7695 -21.4158 -31.6776  -0.251
C: 25.2835 -20.8133 -25.4868  -0.784
N: 23.8230 -21.4163 -30.8499  0.128
H: 21.1174 -19.6066 -30.6613  0.561

Atoms 1-3, force components in eV/Å:
-0.1 0.1 0.7
-0.8 -0.2 0.6
0.3 0.0 -0.4

Calculated values
HOMO-LUMO gap: 8.47 eV